10
Properties=species:S:1:pos:R:3:forces:R:3:lowdin_charge:R:1 method="wB97M-V/def2-TZVPD" homo_ha=-0.384 total_energy_ev=-11708.10952 charge=+1 e_lumo_ev=-4.941 fmax_ev_per_a=5.6
Na -0.67657 -1.57787 1.13839 4.5 -3.4 0.7 0.634
F -2.14031 -0.72244 1.77865 -2.5 2.1 0.1 -0.665
O 0.27461 -0.93532 -1.47482 -2.7 -3.7 0.0 -0.195
C 1.37546 0.67377 -0.23483 -0.4 -0.5 -1.6 -0.075
C 1.00229 0.05212 -1.47316 0.2 4.0 3.4 -0.456
Li -1.38461 -0.44797 -0.02447 -0.1 2.3 -2.5 0.744
Li -3.15476 0.62353 2.44041 0.3 -0.5 0.0 0.889
H 1.77190 0.01549 0.52296 0.0 -0.2 0.4 0.006
H 1.82492 1.65138 -0.30641 0.3 0.1 0.2 0.010
H 1.10707 0.66731 -2.36672 0.4 -0.3 -0.6 0.107